5 unconnected molecules or ions with the total composition C5H20O5 at a distorted geometry. Source: the Open Molecules 2025 dataset; level of theory: wB97M-V/def2-TZVPD.

Charge: 0
E_LUMO, eV: 0.39
Energy relative to the best compared isomer or geometry (same formula, charge and spin), kJ/mol: 252.6
Total energy, Ha: -578.570511

Atoms and positions in Å:
C1 -17.62 -5.08 -19.67
O1 -16.66 -5.30 -20.65
H1 -18.29 -4.32 -20.07
H2 -18.15 -5.98 -19.39
H3 -17.17 -4.62 -18.78
H4 -17.01 -5.86 -21.35
C2 -13.86 -9.57 -21.95
O2 -14.67 -9.63 -23.14
H5 -13.12 -10.38 -22.00
H6 -13.34 -8.62 -21.93
H7 -14.43 -9.47 -21.03
H8 -15.28 -8.89 -23.05
C3 -17.81 -12.96 -23.63
O3 -16.79 -12.67 -24.61
H9 -18.66 -12.31 -23.84
H10 -18.06 -13.97 -23.94
H11 -17.46 -13.00 -22.59
H12 -16.37 -11.84 -24.38
C4 -9.88 -13.15 -24.78
O4 -10.68 -12.72 -25.95
H13 -8.89 -13.42 -25.15
H14 -9.85 -12.28 -24.13
H15 -10.26 -13.99 -24.19
H16 -11.31 -13.39 -26.21
C5 -18.00 -5.63 -24.61
O5 -17.76 -6.96 -24.17
H17 -18.78 -5.70 -25.37
H18 -18.31 -4.87 -23.90
H19 -17.14 -5.23 -25.15
H20 -18.52 -7.49 -24.42

7 unconnected molecules or ions with the total composition C5H20O7 at a distorted geometry. Source: the Open Molecules 2025 dataset; level of theory: wB97M-V/def2-TZVPD.

Charge: -1
Spin multiplicity: 2
E_LUMO (alpha / beta), eV: 2.83 / 2.78
Total energy, Ha: -729.103624

Atoms and positions in Å:
C1 1.12 -0.90 3.13
C2 1.59 0.30 2.81
C3 -2.08 -1.97 1.24
O1 -2.41 -1.27 0.00
C4 -1.12 -1.14 2.01
C5 0.10 -1.57 2.29
H1 1.71 -1.58 3.74
H2 1.09 0.96 2.11
H3 2.49 0.66 3.30
H4 -3.03 -2.31 1.66
H5 -1.61 -2.91 0.89
H6 -1.52 -1.12 -0.33
H7 -1.51 -0.21 2.40
H8 0.51 -2.52 1.94
H9 -0.87 1.88 -3.59
H10 -1.07 1.56 -2.16
O2 -1.36 1.27 -3.04
H11 2.92 -1.56 0.56
H12 1.93 -0.67 -0.12
O3 2.90 -0.78 0.02
H13 0.58 0.65 -1.53
H14 -0.19 -0.59 -1.74
O4 0.44 -0.23 -1.11
H15 3.74 -0.51 -1.62
H16 2.74 0.14 -2.64
O5 3.68 -0.01 -2.44
H17 -0.16 4.05 -1.50
H18 0.80 3.50 -2.63
O6 0.08 3.26 -2.01
H19 -3.80 0.42 -0.49
H20 -3.88 1.87 -0.98
O7 -3.81 1.33 -0.19

6 unconnected molecules or ions with the total composition C5H20O7 at a distorted geometry. Source: the Open Molecules 2025 dataset; level of theory: wB97M-V/def2-TZVPD.

Charge: 0
E_LUMO, eV: 0.48
Energy relative to the best compared isomer or geometry (same formula, charge and spin), kJ/mol: 43.3
Total energy, Ha: -729.184020

Atoms and positions in Å:
C1 -1.15 0.10 -1.22
O1 -2.53 -0.19 -0.94
C2 -0.77 1.51 -0.75
C3 -1.23 1.83 0.66
C4 -1.03 0.70 1.70
C5 0.40 0.33 1.96
O2 1.35 0.80 1.36
H1 -0.97 -0.05 -2.32
H2 -0.58 -0.71 -0.64
H3 -3.09 0.30 -1.48
H4 -1.18 2.20 -1.44
H5 0.33 1.63 -0.88
H6 -2.36 2.05 0.63
H7 -0.78 2.76 1.07
H8 -1.57 -0.23 1.39
H9 -1.49 1.01 2.67
H10 0.60 -0.38 2.76
H11 2.21 1.63 0.11
H12 2.39 2.90 -0.64
O3 2.62 2.01 -0.65
H13 2.52 -0.99 0.48
H14 1.98 -1.13 -0.99
O4 2.23 -1.63 -0.19
H15 -2.46 -1.84 -0.45
H16 -2.89 -2.87 0.61
O5 -2.21 -2.70 -0.06
H17 2.11 0.85 -1.81
H18 2.37 -0.12 -2.92
O6 1.73 0.04 -2.26
H19 0.80 -2.08 0.69
H20 -0.75 -2.35 0.77
O7 0.01 -2.00 1.27

4 unconnected molecules or ions with the total composition C5H21B3N7O9P. Source: the Open Molecules 2025 dataset; level of theory: wB97M-V/def2-TZVPD.

Charge: 0
E_LUMO, eV: -0.05
Total energy, Ha: -1679.411447

Atoms and positions in Å:
N1 0.36 4.06 -1.38
P1 -0.25 3.07 -2.41
B1 -1.01 1.50 -1.53
O1 -1.73 0.53 -2.21
B2 -1.51 -0.78 -1.80
O2 -1.13 -1.01 -0.50
B3 -0.34 -0.02 0.11
C1 0.90 -0.35 0.98
C2 0.83 0.23 2.44
N2 0.73 1.68 2.48
N3 2.01 -0.15 3.20
N4 -0.34 -0.31 3.13
O3 -0.72 1.28 -0.21
H1 1.30 4.37 -1.55
H2 -1.33 3.53 -3.21
H3 0.56 2.51 -3.44
H4 -1.59 -1.67 -2.57
H5 1.02 -1.43 1.05
H6 1.80 0.06 0.50
H7 0.08 2.04 1.78
H8 1.63 2.11 2.31
H9 2.85 0.18 2.72
H10 2.07 -1.16 3.19
H11 -0.59 -1.23 2.80
H12 -1.13 0.31 3.05
C3 1.62 -5.05 4.56
N5 1.72 -3.79 3.77
O4 2.74 -3.14 3.86
O5 0.77 -3.50 3.07
H13 2.54 -5.17 5.12
H14 0.75 -4.95 5.20
H15 1.46 -5.86 3.85
C4 -4.36 -2.79 -0.12
N6 -4.89 -4.19 -0.05
O6 -4.10 -5.10 -0.17
O7 -6.08 -4.31 0.12
H16 -3.29 -2.84 -0.27
H17 -4.87 -2.30 -0.94
H18 -4.62 -2.31 0.82
C5 2.72 4.98 -5.89
N7 1.81 5.33 -4.76
O8 2.27 5.31 -3.64
O9 0.66 5.59 -5.05
H19 3.70 4.77 -5.48
H20 2.29 4.12 -6.39
H21 2.74 5.84 -6.56

A molecular structure, C5H21CdO10 at a distorted geometry. Source: the Open Molecules 2025 dataset; level of theory: wB97M-V/def2-TZVPD.

Charge: +1
E_LUMO, eV: -7.82
Total energy, Ha: -1122.885241

Atoms and positions in Å:
Cd1 0.45 -3.15 0.60
O1 -0.43 -1.46 1.13
H1 -0.44 -0.72 0.50
C1 -2.87 0.44 -2.46
C2 -1.92 0.10 -1.33
O2 -1.18 1.28 -1.09
C3 -1.26 2.04 -2.22
O3 -0.56 2.98 -2.41
O4 -2.21 1.57 -3.05
H2 -3.86 0.71 -2.08
H3 -2.91 -0.37 -3.18
H4 -1.19 -0.70 -1.52
H5 -2.49 -0.25 -0.46
O5 1.66 -2.29 -0.89
H6 1.06 -1.99 -1.60
H7 2.51 -2.45 -1.33
O6 0.92 1.48 2.91
H8 1.78 1.32 3.32
H9 0.98 1.07 2.04
O7 -3.07 -2.15 1.70
H10 -3.51 -1.29 1.72
H11 -2.13 -1.95 1.50
O8 -2.03 0.83 1.95
H12 -1.47 0.04 2.05
H13 -1.54 1.42 1.37
O9 -0.16 -1.69 3.85
H14 0.40 -0.97 4.15
H15 -0.20 -1.60 2.88
C4 3.59 0.73 -1.43
C5 2.40 1.33 -0.71
O10 2.05 0.56 0.47
H16 3.84 1.33 -2.31
H17 3.50 -0.29 -1.81
H18 4.45 0.74 -0.75
H19 1.48 1.33 -1.29
H20 2.51 2.36 -0.37
H21 1.85 -0.32 0.17

4 unconnected molecules or ions with the total composition C5H21N2O4 at a distorted geometry. Source: the Open Molecules 2025 dataset; level of theory: wB97M-V/def2-TZVPD.

Charge: +1
E_LUMO, eV: -2.57
Energy relative to the best compared isomer or geometry (same formula, charge and spin), kJ/mol: 302.9
Total energy, Ha: -613.261125

Atoms and positions in Å:
N1 -0.91 0.45 -2.30
C1 -1.30 -0.81 -1.46
C2 -0.38 -1.89 -1.79
C3 -0.91 -0.36 0.05
N2 -0.95 -1.30 1.12
C4 0.02 -1.15 2.25
C5 1.40 -1.48 1.83
O1 1.97 -0.21 1.39
H1 -1.14 0.29 -3.32
H2 -1.38 1.18 -1.76
H3 0.06 0.44 -2.15
H4 -2.36 -0.98 -1.47
H5 0.64 -1.70 -2.24
H6 -0.36 -2.46 -0.81
H7 -0.58 -2.64 -2.60
H8 -1.66 0.48 0.24
H9 -0.01 0.26 0.16
H10 -1.14 -2.28 1.04
H11 -0.23 -1.84 3.06
H12 -0.02 -0.20 2.76
H13 2.07 -1.93 2.52
H14 1.51 -2.06 0.87
H15 1.82 0.47 2.12
H16 3.04 1.12 -1.18
H17 2.34 0.35 -0.27
O2 2.07 0.81 -1.11
H18 -1.38 3.22 -0.45
H19 -2.60 2.25 -0.02
O3 -1.79 2.41 -0.54
H20 1.05 2.66 0.90
H21 0.76 3.79 1.84
O4 0.33 3.13 1.33

5 unconnected molecules or ions with the total composition C5H21N2O5 at a distorted geometry. Source: the Open Molecules 2025 dataset; level of theory: wB97M-V/def2-TZVPD.

Charge: -1
E_LUMO, eV: 3.11
Energy relative to the best compared isomer or geometry (same formula, charge and spin), kJ/mol: 348.5
Total energy, Ha: -688.738727

Atoms and positions in Å:
C1 -0.01 -2.21 -0.18
C2 -0.25 -0.76 -0.53
C3 0.54 -0.39 -1.74
C4 1.18 0.97 -1.68
O1 2.40 1.14 -1.12
N1 -1.60 -0.37 -0.63
C5 -2.39 -0.63 0.69
N2 -3.19 0.51 1.21
H1 -0.10 -2.93 -1.06
H2 1.00 -2.40 0.13
H3 -0.59 -2.52 0.69
H4 0.11 -0.19 0.38
H5 1.50 -1.23 -1.82
H6 0.07 -0.58 -2.59
H7 0.42 1.59 -1.08
H8 1.38 1.28 -2.67
H9 -1.99 -0.57 -1.44
H10 -3.04 -1.46 0.34
H11 -1.72 -0.90 1.62
H12 -2.80 1.11 1.96
H13 -3.51 1.18 0.46
H14 -1.66 1.92 -1.27
H15 -3.04 1.60 -1.55
O2 -2.54 2.37 -1.16
H16 2.71 0.86 1.56
H17 2.18 1.22 -0.05
O3 1.86 1.15 1.34
H18 -0.27 -0.12 2.30
H19 1.14 0.27 2.61
O4 0.29 -0.12 3.11
H20 2.34 -2.16 0.31
H21 2.80 -1.05 -0.33
O5 3.26 -1.75 0.07

7 unconnected molecules or ions with the total composition C5H21N2O6 at a distorted geometry. Source: the Open Molecules 2025 dataset; level of theory: wB97M-V/def2-TZVPD.

Charge: +1
E_LUMO, eV: -2.57
Energy relative to the best compared isomer or geometry (same formula, charge and spin), kJ/mol: 155.8
Total energy, Ha: -763.797128

Atoms and positions in Å:
C1 2.81 1.45 -0.34
C2 1.89 0.88 -1.45
C3 0.98 -0.16 -1.03
C4 1.19 -1.45 -0.58
N1 0.05 -2.24 -0.52
C5 -0.91 -1.40 -0.95
N2 -0.44 -0.13 -1.17
H1 2.33 1.43 0.61
H2 3.71 0.68 -0.26
H3 3.27 2.49 -0.55
H4 2.48 0.37 -2.24
H5 1.39 1.82 -1.82
H6 2.11 -1.95 -0.28
H7 -0.21 -3.09 -0.03
H8 -1.98 -1.53 -1.14
H9 -1.01 0.55 -1.70
H10 -3.13 -1.42 -3.49
H11 -2.93 -0.01 -3.12
O1 -2.66 -0.92 -3.03
H12 -1.78 2.56 -0.85
H13 -0.65 2.89 -1.84
O2 -1.40 2.28 -1.79
H14 0.96 1.14 1.93
H15 -0.09 0.20 2.55
O3 0.07 1.14 2.11
H16 -0.54 -0.70 4.37
H17 0.96 -0.99 4.34
O4 0.18 -0.95 3.82
H18 -3.52 2.51 0.77
H19 -2.09 1.77 1.25
O5 -2.59 2.27 0.55
H20 0.85 -3.84 2.18
H21 0.24 -2.43 2.12
O6 0.47 -3.21 1.59